Molecular formula: C3H8N2O2
Method: DFT, ωB97M-V/def2-TZVPD

CARTESIAN COORDINATES (ANGSTROEM)
N 0.33756 -2.40569 0.77013
C 0.53328 -1.13605 0.25351
O 1.62706 -0.58035 0.30278
N -0.57486 -0.57621 -0.30979
C -0.56932 0.77662 -0.85532
C -0.30537 1.85009 0.20734
O 1.05395 2.10826 0.42730
H 1.11556 -2.69632 1.34560
H -0.56270 -2.58158 1.19397
H -1.34181 -1.18460 -0.54714
H -1.55942 0.93100 -1.29530
H 0.17771 0.87869 -1.65297
H -0.83077 1.54382 1.12978
H -0.75229 2.79452 -0.12372
H 1.50196 1.24414 0.46663

Values from the calculation:
HOMO level, eV: -9.774
Energy above the lowest of the compared OMol25 structures with the same formula, charge and spin, kJ/mol: 23.9
Orbital gap, eV: 10.43
Lowest unoccupied orbital energy, eV: 0.66



Molecular formula: C3H8N2O2
Method: DFT, ωB97M-V/def2-TZVPD

CARTESIAN COORDINATES (ANGSTROEM)
C 0.17460 -0.00414 1.52373
N -2.03197 -0.06233 -0.45320
N 0.88113 1.07740 1.87970
O -0.67232 0.31443 -0.31601
O -0.53486 -0.69609 2.18789
H -2.55997 0.80517 -0.47337
H -2.26281 -0.56696 0.40528
H 1.41150 1.58767 1.19622
H 0.94504 1.33822 2.85502
C 0.36009 -0.74160 -0.93280
C 1.00539 -0.33144 -2.06496
H 1.45097 0.65069 -2.14069
H -0.16296 -1.69424 -0.96193
H 0.89649 -0.68601 0.21023
H 1.09967 -0.99077 -2.91512

Values from the calculation:
HOMO level (spin up / spin down), eV: -7.253 / -7.776
Energy above the lowest of the compared OMol25 structures with the same formula, charge and spin, kJ/mol: 682.2
Orbital gap (spin up / spin down), eV: 7.20 / 7.96
Lowest unoccupied orbital energy (spin up / spin down), eV: -0.05 / 0.18



Molecular formula: C3H8N2O2
Method: DFT, ωB97M-V/def2-TZVPD

CARTESIAN COORDINATES (ANGSTROEM)
N 2.03444 -0.69270 0.40359
C 1.14139 0.14165 1.15831
O 1.51849 0.83489 2.08134
N -0.16908 0.04536 0.81043
C -0.67129 -0.56372 -0.41509
C -1.63922 0.37522 -1.10987
O -1.97584 -0.25104 -2.35369
H 2.47566 -0.13627 -0.32906
H 2.75307 -0.97007 1.05800
H -0.81216 0.51436 1.42326
H 0.15947 -0.72064 -1.08192
H -1.10473 -1.53236 -0.17403
H -1.11824 1.31222 -1.32136
H -2.53318 0.49818 -0.49727
H -2.69545 0.26759 -2.74166

Values from the calculation:
HOMO level, eV: -9.550
Energy above the lowest of the compared OMol25 structures with the same formula, charge and spin, kJ/mol: 84.0
Orbital gap, eV: 10.26
Lowest unoccupied orbital energy, eV: 0.71



Molecular formula: C3H8N2O2
Method: DFT, ωB97M-V/def2-TZVPD

CARTESIAN COORDINATES (ANGSTROEM)
C 2.16161 -0.51184 0.51040
N 1.03503 0.01942 -0.25333
C -0.27185 -0.02613 0.43004
O -0.58558 1.19654 1.00037
N -1.06709 -0.39422 -0.74144
C -2.27887 0.11302 -0.99580
O -2.94874 0.77426 -0.21235
H 1.98126 -1.56933 0.70246
H 2.29534 0.00127 1.46776
H 3.07196 -0.39089 -0.07389
H 1.21678 0.98473 -0.52366
H -0.27892 -0.84937 1.16510
H -1.55292 1.31820 0.88508
H -0.11076 -0.48985 -1.37363
H -2.66724 -0.17578 -1.98708

Values from the calculation:
HOMO level, eV: -9.893
Energy above the lowest of the compared OMol25 structures with the same formula, charge and spin, kJ/mol: 176.3
Orbital gap, eV: 10.83
Lowest unoccupied orbital energy, eV: 0.94



Molecular formula: C3H8N2O2
Method: DFT, ωB97M-V/def2-TZVPD

CARTESIAN COORDINATES (ANGSTROEM)
H 1.22978 -0.30353 -1.79914
N 0.66337 -0.02283 -1.01373
C 1.21253 0.83108 -0.24003
N 2.45400 1.38587 -0.43470
O 0.60729 1.31838 0.84241
H 2.83873 1.86257 0.36364
H 3.09010 0.80446 -0.95469
H -0.34053 0.98150 0.79833
C -1.37768 -1.12795 -0.29375
C -2.00060 -0.93413 0.99627
O -1.58145 0.23311 0.34105
H -0.45618 -1.71203 -0.34189
H -1.91137 -1.09205 -1.23243
H -1.36625 -1.17123 1.85113
H -3.06173 -1.05321 1.11752

Values from the calculation:
HOMO level, eV: -9.028
Energy above the lowest of the compared OMol25 structures with the same formula, charge and spin, kJ/mol: 285.0
Orbital gap, eV: 10.01
Lowest unoccupied orbital energy, eV: 0.98



Molecular formula: C3H8N2O2
Method: DFT, ωB97M-V/def2-TZVPD

CARTESIAN COORDINATES (ANGSTROEM)
C -1.62369 -0.00701 -0.53456
O -2.28082 0.53684 0.61119
O -1.62677 -1.30141 -0.64407
H -0.43287 -1.72462 0.04303
H -2.80110 -0.18999 0.97794
H -1.93527 0.55958 -1.42692
H -0.47883 0.36338 -0.33222
C 0.72586 -0.22400 0.73426
C 2.10307 1.32412 -0.35237
N 1.91913 0.44181 0.52703
N 0.60434 -1.52209 0.47613
H 1.32142 -1.88405 -0.14508
H 0.10609 0.18058 1.53367
H 1.32986 1.62901 -1.06445
H 3.06957 1.81785 -0.40356

Values from the calculation:
HOMO level, eV: -8.992
Energy above the lowest of the compared OMol25 structures with the same formula, charge and spin, kJ/mol: 374.3
Orbital gap, eV: 9.18
Lowest unoccupied orbital energy, eV: 0.18



Molecular formula: C3H8N2O2
Method: DFT, ωB97M-V/def2-TZVPD

CARTESIAN COORDINATES (ANGSTROEM)
C -0.66894 -0.36674 0.82676
C 0.86542 -0.85733 -0.98717
C 1.35523 0.97667 0.56030
N -2.84237 0.39818 -0.57210
N 0.50853 -0.12628 0.20218
O -1.39832 -1.32097 0.58171
O -1.89688 1.03542 -0.17953
H -0.79333 0.24544 1.73553
H 0.82478 -0.21314 -1.87154
H 1.87635 -1.25829 -0.88799
H 0.16133 -1.67948 -1.10589
H 1.44947 1.67790 -0.27525
H 0.93331 1.50285 1.41455
H 2.35403 0.61389 0.82133
H -2.72860 -0.62813 -0.26292

Values from the calculation:
Multiplicity: 3
HOMO level (spin up / spin down), eV: -8.311 / -9.661
Energy above the lowest of the compared OMol25 structures with the same formula, charge and spin, kJ/mol: 0.0
Orbital gap (spin up / spin down), eV: 9.15 / 8.63
Lowest unoccupied orbital energy (spin up / spin down), eV: 0.84 / -1.03



Molecular formula: C3H8N2O2
Method: DFT, ωB97M-V/def2-TZVPD

CARTESIAN COORDINATES (ANGSTROEM)
C -2.37782 0.50319 0.20187
C -1.07147 1.04545 0.33773
N -0.39128 0.05037 1.01435
C -1.17004 -1.06467 1.17672
N -2.43543 -0.83293 0.72357
H -3.37573 1.12082 -0.13826
H -0.79318 2.04104 0.11561
H 0.62922 0.01860 1.23006
H -0.63756 -1.93997 1.56181
H 2.14382 -1.94303 0.00132
H 2.33252 -0.54799 -0.65252
O 2.72306 -1.17854 -0.00221
H 0.75198 0.86718 -1.51920
H 2.12645 1.27877 -2.19188
O 1.54546 0.58171 -1.85895

Values from the calculation:
Multiplicity: 2
HOMO level (spin up / spin down), eV: -14.717 / -14.713
Total charge: +1
Energy above the lowest of the compared OMol25 structures with the same formula, charge and spin, kJ/mol: 194.4
Orbital gap (spin up / spin down), eV: 10.07 / 5.75
Lowest unoccupied orbital energy (spin up / spin down), eV: -4.65 / -8.97



Molecular formula: C3H8N2O2S
Method: DFT, ωB97M-V/def2-TZVPD

CARTESIAN COORDINATES (ANGSTROEM)
C -0.77686 0.03058 -0.13261
C -2.93867 0.55125 -0.81554
C 2.76990 -0.98075 0.59906
N -0.88788 -0.92502 0.64246
N 0.90423 0.47767 -0.45434
O 2.70742 1.64399 0.86343
O -1.54514 0.83246 -0.83264
S 1.79072 0.51846 1.02524
H -3.43075 1.43008 -1.23031
H -3.29456 0.37965 0.20557
H -3.16032 -0.32497 -1.43325
H 2.08052 -1.81540 0.58847
H 3.53889 -1.11917 1.35152
H 3.21538 -0.83189 -0.37732
H -1.81538 -1.27532 0.85288
H 0.84251 1.40839 -0.85261

Values from the calculation:
HOMO level, eV: -8.648
Energy above the lowest of the compared OMol25 structures with the same formula, charge and spin, kJ/mol: 205.3
Orbital gap, eV: 9.22
Lowest unoccupied orbital energy, eV: 0.57



Molecular formula: C3H8N2OS
Method: DFT, ωB97M-V/def2-TZVPD

CARTESIAN COORDINATES (ANGSTROEM)
N 0.27597 1.31321 0.54811
C 0.16900 -0.07025 0.11968
C 0.93984 -0.32493 -1.17090
S 2.69406 -0.64297 -0.91172
C -1.31911 -0.35839 -0.13499
N -2.06018 -0.40550 1.00222
O -1.79183 -0.40025 -1.25825
H -0.36324 1.47868 1.32474
H 3.05599 0.58989 -0.52983
H 1.21966 1.51486 0.87802
H 0.49142 -0.83496 0.84793
H 0.50998 -1.18484 -1.67538
H 0.74112 0.51982 -1.83539
H -1.54897 -0.45462 1.88140
H -3.01370 -0.73975 0.91437

Values from the calculation:
Multiplicity: 2
HOMO level (spin up / spin down), eV: 0.912 / -5.676
Total charge: -1
Energy above the lowest of the compared OMol25 structures with the same formula, charge and spin, kJ/mol: 0.7
Orbital gap (spin up / spin down), eV: 2.38 / 9.37
Lowest unoccupied orbital energy (spin up / spin down), eV: 3.29 / 3.69



Repeat the fifth record exactly.
Molecular formula: C3H8N2O2
Method: DFT, ωB97M-V/def2-TZVPD

CARTESIAN COORDINATES (ANGSTROEM)
H 1.22978 -0.30353 -1.79914
N 0.66337 -0.02283 -1.01373
C 1.21253 0.83108 -0.24003
N 2.45400 1.38587 -0.43470
O 0.60729 1.31838 0.84241
H 2.83873 1.86257 0.36364
H 3.09010 0.80446 -0.95469
H -0.34053 0.98150 0.79833
C -1.37768 -1.12795 -0.29375
C -2.00060 -0.93413 0.99627
O -1.58145 0.23311 0.34105
H -0.45618 -1.71203 -0.34189
H -1.91137 -1.09205 -1.23243
H -1.36625 -1.17123 1.85113
H -3.06173 -1.05321 1.11752

Values from the calculation:
HOMO level, eV: -9.028
Energy above the lowest of the compared OMol25 structures with the same formula, charge and spin, kJ/mol: 285.0
Orbital gap, eV: 10.01
Lowest unoccupied orbital energy, eV: 0.98